1.
{
  "formula": "C4H6O2",
  "method": "ωB97M-V/def2-TZVPD",
  "species": ["O", "O", "C", "C", "C", "C", "H", "H", "H", "H", "H", "H"],
  "xyz": [[-2.255726, -0.248387, 0.056579], [-0.011268, 1.782888, -0.013478], [0.507299, -0.532754, -0.895258], [0.188997, 0.378431, 0.154997], [1.422000, -0.374175, 0.421837], [-1.009072, -0.430182, 0.506517], [0.387289, 2.121971, -0.828890], [1.404446, -1.252950, 1.106298], [2.523312, -0.000108, 0.332272], [-1.064812, -1.327758, 1.023036], [-2.415380, 0.748437, -0.022892], [0.322913, -0.865409, -1.841016]],
  "atomic_forces_ev_per_a": [[-0.6, 3.2, -0.6], [-0.1, -0.1, 1.0], [0.5, 0.5, 5.4], [-1.8, 1.7, -1.1], [1.7, -1.9, -1.6], [1.6, 0.5, -2.2], [0.0, -0.7, 0.2], [-0.1, 0.8, -0.2], [-2.5, 0.0, -0.1], [1.3, -1.5, 1.3], [0.3, -1.8, -0.1], [-0.3, -0.8, -2.1]],
  "e_lumo_ev": 0.79,
  "orbital_gap_ev": 8.5147,
  "homo_ev": -7.721,
  "charge": 0
}



2.
{
  "formula": "C2H6Br4OSi2",
  "method": "ωB97M-V/def2-TZVPD",
  "species": ["Br", "Br", "Br", "Br", "Si", "Si", "O", "C", "C", "H", "H", "H", "H", "H", "H"],
  "xyz": [[4.301709, 0.789157, 1.447736], [-0.081284, -1.043369, -0.752741], [-0.438700, 2.109855, -2.509757], [-2.686455, 1.113263, 0.134078], [-1.518156, 0.422430, -1.586218], [2.161777, 0.809581, 1.948378], [1.381478, 2.036409, 1.479218], [-2.421557, -0.543441, -2.975648], [1.821983, -0.639724, 3.073533], [-2.279265, -1.660113, -2.930639], [1.315443, -1.454928, 2.372899], [1.091984, -0.359017, 3.717639], [-3.417035, -0.312395, -3.342062], [-1.804973, -0.087698, -3.799428], [2.573048, -1.180009, 3.723013]],
  "atomic_forces_ev_per_a": [[0.1, -0.1, -0.1], [0.3, -0.1, 0.0], [-0.1, -0.1, 0.2], [-0.2, 0.1, 0.0], [-0.8, -0.8, -0.6], [0.8, 0.5, 0.2], [-0.1, -1.0, 0.4], [1.4, 0.3, -0.6], [1.0, -2.8, -2.6], [0.0, 1.3, 0.1], [1.0, 1.5, 1.4], [-2.6, 1.0, 1.9], [-0.3, 0.2, 0.7], [-0.2, -1.0, 0.3], [-0.2, 1.0, -1.3]],
  "e_lumo_ev": 0.05,
  "orbital_gap_ev": 10.5088,
  "homo_ev": -10.459,
  "charge": 0
}



3.
{
  "formula": "CH4FN2O",
  "method": "ωB97M-V/def2-TZVPD",
  "species": ["F", "O", "N", "N", "C", "H", "H", "H", "H"],
  "xyz": [[1.155366, -1.847429, 0.936430], [-2.064127, 0.188046, 0.278958], [-1.527295, -0.858857, -0.295725], [1.519055, 0.018297, -0.063687], [0.692704, -0.886566, 0.236654], [-1.837778, 0.948865, -0.339346], [2.410262, -0.052511, 0.312137], [1.449774, 0.747384, -0.761375], [-1.788059, -1.687631, 0.323942]],
  "atomic_forces_ev_per_a": [[0.3, -0.5, 0.7], [1.0, 0.4, -1.0], [1.1, -0.4, 0.7], [0.0, 1.2, -1.1], [-3.8, -0.6, -0.7], [-0.7, -0.9, 0.8], [2.4, -0.2, 0.9], [-0.8, 0.0, 0.1], [0.5, 1.1, -0.5]],
  "e_lumo_ev": [-6.21, -6.21],
  "orbital_gap_ev": [9.0385, 9.0313],
  "homo_ev": [-15.248, -15.246],
  "charge": 1
}



4.
{
  "formula": "C29H35Br2N5RuSi2",
  "method": "ωB97M-V/def2-TZVPD",
  "species": ["Ru", "Br", "Br", "Si", "Si", "N", "N", "N", "N", "N", "C", "C", "C", "C", "C", "C", "C", "C", "C", "C", "C", "C", "C", "C", "C", "C", "C", "C", "C", "C", "C", "C", "C", "C", "C", "C", "C", "C", "C", "H", "H", "H", "H", "H", "H", "H", "H", "H", "H", "H", "H", "H", "H", "H", "H", "H", "H", "H", "H", "H", "H", "H", "H", "H", "H", "H", "H", "H", "H", "H", "H", "H", "H", "H"],
  "xyz": [[10.196325, 9.539124, 12.123395], [10.873752, 14.123917, 6.205213], [5.271724, 12.246648, 10.429458], [13.114765, 8.261330, 11.228032], [8.951876, 9.811955, 15.283539], [10.381000, 9.705941, 14.175445], [9.226425, 7.575508, 11.729715], [9.952169, 9.529314, 9.963796], [8.856054, 11.256578, 12.106702], [12.219154, 8.730695, 12.517957], [11.062386, 11.678464, 9.566581], [13.251469, 9.691245, 16.511908], [9.185926, 8.484098, 9.541041], [10.202759, 10.333342, 7.629241], [12.530740, 11.345453, 9.881245], [11.997927, 9.910813, 16.016305], [8.242062, 13.368807, 13.034692], [14.228637, 9.187231, 15.612529], [6.764217, 12.290436, 11.541917], [13.964141, 8.965018, 14.272753], [10.329265, 10.438336, 9.072861], [7.705828, 11.266152, 11.466136], [9.135102, 12.332264, 12.856079], [8.836181, 6.641448, 12.613783], [10.435073, 11.355322, 6.807825], [10.984134, 12.824391, 8.645329], [8.784265, 7.440225, 10.453494], [7.965477, 6.380741, 10.081432], [12.380443, 7.242187, 9.893405], [7.608207, 5.418574, 11.037070], [7.451567, 9.614976, 14.246484], [11.651791, 9.603475, 14.665473], [9.179088, 8.511575, 16.546075], [14.910424, 8.695859, 11.002334], [8.027808, 5.583833, 12.328085], [7.029101, 13.332784, 12.404105], [10.768653, 12.701975, 7.350839], [8.970639, 11.388107, 16.234263], [12.674894, 9.112587, 13.799843], [8.528552, 14.196837, 13.682360], [6.989623, 10.545221, 13.950147], [11.328840, 7.020630, 9.990873], [15.249204, 9.047230, 15.896547], [11.310391, 13.766154, 9.090703], [13.504298, 9.943873, 17.529788], [13.089567, 12.251167, 10.149445], [9.313415, 7.476492, 16.186865], [6.372722, 14.195738, 12.360578], [7.810474, 4.893565, 13.102672], [10.116488, 12.340216, 13.339917], [7.676991, 6.303274, 9.049842], [6.779065, 9.110304, 14.915401], [15.141130, 8.879560, 9.937184], [11.262483, 10.346532, 16.621271], [15.187096, 9.659087, 11.483715], [15.614692, 7.962324, 11.299186], [8.917060, 8.360917, 8.510801], [9.798835, 9.439527, 7.147125], [8.294382, 8.468511, 17.223078], [10.360716, 11.294207, 5.756490], [9.340879, 12.260864, 15.660983], [10.066433, 8.681337, 17.162645], [14.779949, 8.629451, 13.643381], [7.584552, 9.026025, 13.354637], [7.973762, 11.682901, 16.594209], [12.577709, 10.622748, 10.692228], [9.585273, 11.346306, 17.108028], [10.603529, 11.866201, 10.525555], [6.970292, 4.575612, 10.738111], [12.902421, 6.323448, 9.824041], [9.081315, 6.821693, 13.662619], [7.496094, 10.406348, 10.844519], [12.495467, 7.748218, 8.911970], [12.960382, 10.953233, 8.963031]],
  "atomic_forces_ev_per_a": [[0.7, 1.5, 0.7], [0.0, 0.8, -0.8], [-0.2, 0.0, 0.0], [0.6, -0.1, 0.0], [0.7, 0.3, -0.1], [0.8, -0.2, -0.3], [-0.7, -0.8, 0.5], [-0.7, -0.9, -0.3], [0.3, 0.1, 0.4], [0.2, -0.2, 0.2], [-0.7, -1.6, 0.4], [0.3, -0.3, -1.0], [0.3, -0.5, 0.6], [-1.0, -1.4, 0.6], [0.1, 0.4, -0.7], [0.7, -0.3, -0.6], [0.9, 0.1, 0.8], [-0.1, 0.5, -0.1], [0.7, -0.5, 0.1], [0.2, -0.2, 0.5], [1.0, 1.0, -0.9], [-1.2, -0.5, -0.9], [0.7, 0.0, 0.6], [0.6, 1.7, 0.7], [0.6, 2.3, 1.1], [0.8, 0.9, 1.0], [0.4, 0.7, 0.3], [0.1, -0.6, 0.4], [-0.6, 1.4, -0.7], [-0.7, 0.0, -1.7], [0.0, 0.1, 0.1], [-0.5, 0.0, 0.0], [-0.4, -1.5, 0.8], [-0.4, 1.7, -0.7], [0.2, -0.4, -0.3], [-0.7, 0.9, -1.2], [-0.4, -1.7, -0.3], [-0.5, 1.5, -0.6], [-1.0, 0.0, -1.2], [-0.1, -0.2, -0.2], [-0.1, 0.3, 0.1], [-0.2, 0.0, 0.3], [0.4, -0.1, 0.6], [-0.2, -0.1, -0.3], [0.0, -0.1, 0.1], [-0.2, -0.3, 0.1], [-0.2, 0.3, -0.1], [-0.1, -0.1, 0.5], [-0.4, -0.5, 0.5], [-0.4, 0.0, -0.1], [-0.3, -0.1, -0.2], [-0.7, -0.4, 0.2], [-0.4, -0.2, 0.2], [-0.8, 0.5, 0.8], [-0.3, -0.6, 0.0], [0.6, -0.9, 0.5], [-0.2, 0.2, -0.3], [0.4, 0.1, 0.3], [0.5, 0.2, -0.4], [-0.2, -0.4, -1.0], [-0.2, -0.4, 0.2], [-0.3, 0.1, 0.0], [-0.2, -0.1, 0.0], [0.0, -0.4, -0.2], [0.1, -0.2, -0.2], [0.1, 0.0, 0.1], [0.4, -0.2, 0.6], [-0.3, 0.6, 0.3], [0.4, 0.4, 0.2], [0.7, -1.0, 0.0], [0.4, 0.0, -0.3], [0.0, -0.1, -0.1], [0.1, -0.2, 0.5], [0.4, -0.2, 0.0]],
  "e_lumo_ev": [-5.92, -7.13],
  "orbital_gap_ev": [6.8895, 6.3148],
  "homo_ev": [-12.813, -13.445],
  "charge": 2,
  "s_squared": 6.094,
  "spin_multiplicity": 5
}



5.
{
  "formula": "C26H24N5ORbS3",
  "method": "ωB97M-V/def2-TZVPD",
  "species": ["Rb", "S", "S", "S", "O", "N", "N", "N", "N", "N", "C", "C", "C", "C", "C", "C", "C", "C", "C", "C", "C", "C", "C", "C", "C", "C", "C", "C", "C", "C", "C", "C", "C", "C", "C", "C", "H", "H", "H", "H", "H", "H", "H", "H", "H", "H", "H", "H", "H", "H", "H", "H", "H", "H", "H", "H", "H", "H", "H", "H"],
  "xyz": [[-0.789432, 0.585022, -0.208267], [-1.247163, -4.451179, 1.906376], [0.026901, -4.219039, -0.799968], [-3.185118, 2.235670, -2.109834], [1.372111, 1.212717, 1.044004], [-2.283981, 4.692564, -2.538235], [-0.811197, -1.468452, 1.851185], [-2.971505, 3.453328, -4.455222], [-0.383767, -2.151528, 0.699729], [-2.894720, 1.846751, 1.605466], [0.110950, -0.828751, 2.457064], [5.126593, -4.869927, -0.325575], [-2.741540, 3.152019, 1.798738], [3.682438, -2.036917, 2.161713], [-2.621804, 4.464612, -5.228821], [-2.824723, 4.267887, -6.706946], [-2.795052, 3.564714, -3.112424], [3.631828, -5.830926, 1.281130], [4.913906, -5.703757, 0.761052], [-1.947956, 5.680342, -3.337658], [3.507906, 0.161114, 1.166518], [-0.310754, 0.069572, 3.592406], [2.319433, -1.994866, 2.439369], [-4.126882, 1.354707, 1.651669], [-0.562041, -3.425417, 0.721575], [-2.084130, 5.641550, -4.719430], [4.063794, -4.168806, -0.879032], [2.572459, -5.131885, 0.727917], [1.659867, -3.446410, -0.918133], [2.110184, 0.234138, 1.423913], [4.258693, -0.942866, 1.525126], [1.553098, -0.891419, 2.103852], [-5.248755, 2.132642, 1.899379], [-3.796887, 4.014372, 2.054275], [2.781125, -4.282283, -0.356873], [-5.078083, 3.491284, 2.104095], [1.826876, -2.842069, 2.908010], [-3.611352, 5.071004, 2.189459], [-0.918383, -0.492666, 4.303093], [-2.085122, 3.562081, -7.089023], [-4.219739, 0.288229, 1.481138], [0.558971, 0.481571, 4.102015], [-1.726227, 3.527196, 1.732529], [-0.913452, 0.895384, 3.212518], [1.571816, -5.232846, 1.135653], [-3.807739, 3.835797, -6.889310], [3.960374, 1.004650, 0.656301], [-2.727688, 5.204297, -7.257749], [3.455866, -6.476409, 2.133008], [-1.795427, 6.469315, -5.352860], [1.602034, -2.501678, -0.365543], [5.320325, -0.958607, 1.292301], [4.235922, -3.504435, -1.718544], [5.739881, -6.249733, 1.201288], [-6.228515, 1.675196, 1.914328], [6.120136, -4.758629, -0.743816], [4.268052, -2.915768, 2.401416], [-1.544586, 6.569264, -2.853811], [-5.931174, 4.133520, 2.288127], [1.863355, -3.195239, -1.960659]],
  "atomic_forces_ev_per_a": [[-0.5, 0.2, -0.6], [0.1, 0.0, -0.1], [0.0, 0.0, -0.1], [-0.1, 0.0, 0.0], [0.4, 0.3, 0.3], [0.0, 0.1, 0.1], [0.1, 0.0, 0.0], [-0.1, 0.0, -0.1], [-0.1, -0.1, 0.5], [0.1, 0.0, 0.0], [-0.1, -0.1, 0.0], [0.0, 0.0, 0.0], [0.0, 0.1, 0.0], [0.0, -0.1, 0.0], [0.0, 0.1, 0.0], [0.0, 0.0, 0.0], [0.2, -0.2, 0.2], [0.0, 0.0, 0.0], [0.0, 0.0, 0.0], [0.0, 0.1, -0.1], [-0.1, 0.1, 0.0], [0.0, 0.0, 0.1], [0.0, 0.0, 0.0], [-0.1, 0.0, 0.0], [-0.2, -0.1, 0.0], [0.0, 0.0, 0.0], [0.0, 0.0, 0.0], [0.0, 0.0, 0.0], [0.1, 0.1, -0.1], [0.1, 0.0, 0.0], [0.1, 0.0, 0.0], [0.1, 0.0, 0.1], [0.0, 0.0, 0.0], [0.0, 0.0, 0.0], [0.0, -0.1, 0.0], [0.0, 0.0, 0.0], [0.0, 0.0, 0.0], [0.0, 0.0, 0.0], [0.0, 0.0, 0.0], [0.0, 0.0, 0.0], [0.0, 0.0, 0.0], [0.0, 0.0, 0.0], [0.0, 0.0, 0.0], [0.0, 0.0, 0.0], [0.0, 0.0, 0.0], [0.0, 0.0, 0.0], [0.0, 0.0, 0.0], [0.0, 0.0, 0.0], [0.0, 0.0, 0.0], [0.0, 0.0, 0.0], [0.0, -0.1, -0.1], [0.0, 0.0, 0.0], [0.0, 0.0, 0.0], [0.0, 0.0, 0.0], [0.0, 0.0, 0.0], [0.0, 0.0, 0.0], [0.0, 0.0, 0.0], [0.0, 0.0, 0.0], [0.0, 0.0, 0.0], [0.0, 0.0, 0.0]],
  "e_lumo_ev": 3.92,
  "orbital_gap_ev": 5.6477,
  "homo_ev": -1.731,
  "charge": -2
}



6.
{
  "formula": "CHNO3",
  "method": "ωB97M-V/def2-TZVPD",
  "species": ["O", "O", "O", "N", "C", "H"],
  "xyz": [[1.681331, 1.417994, -0.219357], [-1.347612, -0.668993, -0.074005], [1.419421, -0.827174, 0.149985], [-1.520957, 0.459218, -0.639580], [1.532665, 0.302009, -0.019262], [-1.764849, -0.683053, 0.802221]],
  "atomic_forces_ev_per_a": [[0.1, 1.7, -0.1], [0.1, -0.4, -0.2], [-0.1, -1.3, 0.4], [-0.1, 0.4, -0.2], [0.2, -0.4, -0.2], [-0.2, 0.0, 0.4]],
  "e_lumo_ev": [-0.01, 0.04],
  "orbital_gap_ev": [9.3561, 9.3726],
  "homo_ev": [-9.367, -9.332],
  "charge": 0
}



Calculated values (hartree/bohr) of max |F| for the records, taken in order: 0.10669; 0.07703; 0.07536; 0.05094; 0.01527; 0.03345.
Calculated values (kJ/mol) of relative energy (zero: lowest compared OMol25 entry of this formula, charge and spin) for the records, taken in order: 508.8; 17.8; 332.0; 0.0; 26.1; 147.6.